{
  "formula": "C7H9ClS",
  "method": "the ωB97M-V functional and the def2-TZVPD basis",
  "lumo_ev": [0.798, -0.983],
  "charge": 0,
  "orbital_gap_ev": [7.1, 7.9],
  "multiplicity": 3,
  "e_tot_ev": -30756.792,
  "elements": ["C", "C", "C", "C", "C", "C", "C", "S", "Cl", "H", "H", "H", "H", "H", "H", "H", "H", "H"],
  "positions_angstrom": [[2.5517, 0.0680, 0.4472], [2.8696, 1.0977, -0.3803], [-3.7048, 0.2914, -0.5965], [-2.7607, -0.6042, -0.7070], [1.2332, -0.5655, 0.1002], [0.7582, 0.1650, -1.1084], [0.0934, -0.2525, 1.2011], [1.7167, 1.4162, -1.6284], [-2.5897, -2.2568, -0.1097], [3.2391, -0.1989, 1.2467], [3.9051, 1.3992, -0.3464], [-4.2728, 0.3153, 0.2928], [-3.7910, 1.1213, -1.1800], [1.3895, -1.6473, -0.0849], [-0.3060, 0.1884, -1.3959], [-0.0244, 0.8100, 1.3177], [0.5108, -0.6461, 2.0383], [-0.8179, -0.7012, 0.8936]],
  "forces_ev_per_angstrom": [[-0.14, 1.30, -1.12], [0.91, -1.80, 1.26], [1.04, -1.72, 1.57], [-0.14, -1.94, -0.48], [-1.14, 0.87, 0.71], [-1.54, -0.98, -0.45], [1.50, 0.09, -2.79], [0.95, 1.11, -0.51], [-0.17, 1.76, -0.34], [-0.32, -0.32, -0.15], [-0.15, 0.99, -0.30], [-1.07, -0.32, 0.89], [0.13, 2.12, -1.77], [-0.47, 0.26, 0.35], [0.71, -0.20, 0.14], [0.05, 0.46, -0.12], [0.49, -1.25, 3.01], [-0.63, -0.40, 0.10]],
  "lowdin_spin": [0.05, 0.01, 0.09, 0.68, 0.08, 0.53, 0.05, 0.23, 0.17, 0.00, 0.00, 0.02, 0.01, 0.03, 0.04, 0.00, 0.00, 0.00]
}